Record 1
Entry from OMol25: a 10-piece molecular cluster, C21H46NO36PS9 overall (ωB97M-V with the def2-TZVPD basis set).

Element x y z (Å)
N: -2.093 -2.340 1.630
C: -2.771 -1.576 0.551
C: -1.980 -1.579 -0.797
C: -1.354 -0.180 -1.207
P: -0.597 0.779 0.239
H: -2.243 -1.890 2.526
H: -1.097 -2.423 1.443
H: -3.007 -0.559 0.940
H: -3.750 -2.089 0.349
H: -2.658 -1.869 -1.638
H: -1.163 -2.331 -0.702
H: -2.042 0.450 -1.807
H: -0.473 -0.425 -1.846
H: -1.623 1.282 1.090
H: 0.026 -0.255 1.013
C: -2.540 2.984 -6.284
C: -2.549 1.579 -5.714
O: -1.662 1.631 -4.597
S: -1.734 3.106 -3.927
O: -2.622 3.056 -2.825
O: -0.415 3.619 -3.828
O: -2.488 3.849 -5.148
H: -1.647 3.161 -6.888
H: -3.427 3.194 -6.879
H: -2.215 0.835 -6.435
H: -3.542 1.308 -5.345
C: 1.580 -3.353 -2.824
C: 3.097 -3.357 -2.851
O: 3.482 -2.060 -2.394
S: 2.393 -1.538 -1.324
O: 2.879 -1.806 -0.017
O: 1.948 -0.253 -1.728
O: 1.233 -2.616 -1.654
H: 1.172 -2.830 -3.693
H: 1.164 -4.358 -2.778
H: 3.492 -3.545 -3.846
H: 3.505 -4.093 -2.151
C: -6.636 -0.244 1.251
C: -6.101 -1.167 2.326
O: -7.040 -1.059 3.402
S: -8.510 -0.796 2.797
O: -9.201 -2.036 2.736
O: -9.057 0.351 3.430
O: -8.058 -0.399 1.301
H: -6.399 0.800 1.471
H: -6.259 -0.499 0.263
H: -5.104 -0.888 2.657
H: -6.092 -2.206 1.988
C: -3.957 7.720 -0.745
C: -5.132 7.883 -1.688
O: -5.094 6.725 -2.528
S: -4.514 5.476 -1.681
O: -5.612 4.710 -1.201
O: -3.440 4.894 -2.405
O: -3.915 6.323 -0.443
H: -3.017 7.993 -1.231
H: -4.077 8.304 0.165
H: -5.064 8.791 -2.283
H: -6.077 7.877 -1.145
C: 8.270 -2.765 -0.351
C: 8.640 -1.297 -0.387
O: 7.567 -0.662 -1.087
S: 6.191 -1.451 -0.777
O: 5.507 -0.768 0.258
O: 5.575 -1.784 -2.015
O: 6.852 -2.787 -0.149
H: 8.487 -3.252 -1.304
H: 8.776 -3.299 0.451
H: 9.586 -1.120 -0.893
H: 8.683 -0.875 0.621
C: -7.591 9.227 3.044
C: -8.358 8.424 2.012
O: -8.671 9.363 0.978
S: -7.491 10.455 0.878
O: -6.608 10.069 -0.169
O: -8.068 11.748 0.950
O: -6.775 10.124 2.284
H: -8.265 9.823 3.664
H: -6.974 8.598 3.682
H: -9.265 7.983 2.418
H: -7.734 7.637 1.579
C: -2.415 -5.747 5.320
C: -3.724 -5.367 5.983
O: -3.853 -3.962 5.753
S: -3.180 -3.592 4.334
O: -4.204 -3.531 3.355
O: -2.253 -2.535 4.545
O: -2.362 -4.965 4.125
H: -1.561 -5.475 5.945
H: -2.366 -6.808 5.083
H: -3.729 -5.583 7.049
H: -4.570 -5.867 5.507
C: 13.978 0.472 0.561
C: 12.535 0.916 0.428
O: 12.038 0.203 -0.708
S: 12.771 -1.232 -0.797
O: 11.918 -2.205 -0.203
O: 13.312 -1.379 -2.098
O: 13.971 -0.920 0.232
H: 14.620 0.989 -0.156
H: 14.366 0.624 1.567
H: 12.441 1.989 0.279
H: 11.947 0.618 1.300
C: 5.058 -6.989 0.545
C: 3.617 -6.563 0.356
O: 3.170 -7.276 -0.801
S: 3.922 -8.703 -0.865
O: 3.064 -9.689 -0.311
O: 4.513 -8.838 -2.148
O: 5.080 -8.380 0.211
H: 5.721 -6.462 -0.146
H: 5.404 -6.836 1.565
H: 3.518 -5.489 0.207
H: 2.998 -6.871 1.202

Results
Net charge: 0
Highest occupied orbital energy: -7.80 eV
Structure (SMILES): O=S1(=O)OCCO1.O=S1(=O)OCCO1.O=S1(=O)OCCO1.O=S1(=O)OCCO1.O=S1(=O)OCCO1.O=S1(=O)OCCO1.O=S1(=O)OCCO1.O=S1(=O)OCCO1.O=S1(=O)OCCO1.NCCCP
LUMO energy: 0.2 eV



Record 2
Entry from OMol25: one molecule with the formula C2H3NOS (ωB97M-V with the def2-TZVPD basis set).

Element x y z (Å)
C: 0.552 -0.178 -0.030
C: -0.673 -0.954 0.049
H: 0.935 1.902 0.097
H: -0.788 1.335 0.216
H: -0.460 -2.102 0.101
N: 0.154 1.168 -0.128
O: -1.867 -0.592 -0.192
S: 2.146 -0.580 -0.113

Results
Net charge: 0
Energy relative to the best compared isomer or geometry (same formula, charge and spin): 23.9 kcal per mole
Highest occupied orbital energy: -9.38 eV
Structure (SMILES): NC(=S)C=O
LUMO energy: -1.6 eV



Record 3
Entry from OMol25: one molecule with the formula C14H24N2O2S (ωB97M-V with the def2-TZVPD basis set).

Element x y z (Å)
C: -4.500 -2.053 -0.195
N: -3.450 -1.064 -0.281
C: -2.599 -1.015 0.895
C: -1.123 -0.900 0.500
N: -0.764 0.427 0.036
C: 0.670 0.575 -0.165
H: 1.182 -0.047 0.574
C: 1.068 2.039 0.089
O: 0.441 2.503 1.258
H: -0.399 2.014 1.303
C: 2.583 2.176 0.270
O: 3.250 1.793 -0.917
C: 4.400 0.992 -0.725
C: 4.071 -0.376 -0.217
C: 4.166 -0.851 1.055
C: 3.679 -2.171 1.194
C: 3.213 -2.676 0.025
S: 3.363 -1.556 -1.270
H: 2.791 -3.643 -0.162
H: 3.678 -2.711 2.124
H: 4.584 -0.285 1.869
H: 5.100 1.479 -0.030
H: 4.863 0.932 -1.714
H: 2.819 3.223 0.505
H: 2.888 1.555 1.118
H: 0.769 2.662 -0.769
H: 1.000 0.265 -1.166
C: -1.541 0.837 -1.128
C: -2.926 1.332 -0.705
H: -3.266 2.103 -1.398
H: -2.830 1.797 0.277
C: -3.984 0.227 -0.674
H: -4.401 0.097 -1.678
H: -4.811 0.543 -0.009
H: -1.007 1.656 -1.612
H: -1.642 0.014 -1.851
H: -0.513 -1.122 1.380
H: -0.919 -1.665 -0.268
H: -2.712 -1.951 1.449
H: -2.868 -0.194 1.573
H: -5.237 -1.836 0.596
H: -5.027 -2.091 -1.149
H: -4.061 -3.031 -0.007

Results
Net charge: 0
Energy relative to the best compared isomer or geometry (same formula, charge and spin): 60.1 kcal per mole
Highest occupied orbital energy: -8.46 eV
Structure (SMILES): CN1CCCN(C[C@@H](O)COCc2cccs2)CC1
LUMO energy: 0.7 eV



Record 4
Entry from OMol25: C4H6S as an isolated structure (ωB97M-V with the def2-TZVPD basis set).

Element x y z (Å)
C: -1.292 0.322 -0.380
C: -1.677 -0.618 -1.313
C: -0.224 -0.457 0.413
C: 1.230 -0.102 0.345
S: -0.628 -1.965 -0.749
H: -1.623 1.344 -0.248
H: -2.389 -0.591 -2.118
H: -0.359 -0.803 1.425
H: 1.286 1.016 0.344
H: 1.813 -0.427 -0.504
H: 1.726 -0.354 1.261

Results
Net charge: 0
Energy relative to the best compared isomer or geometry (same formula, charge and spin): 25.2 kcal per mole
Highest occupied orbital energy: -8.20 eV
LUMO energy: 0.9 eV



Record 5
Entry from OMol25: one molecule with the formula C6H14N2O (ωB97M-V with the def2-TZVPD basis set).

Element x y z (Å)
C: 1.052 0.344 -1.360
C: -1.152 1.377 -0.877
C: -0.179 -2.304 -0.660
C: -0.148 0.322 -0.428
C: -0.780 -1.035 -0.090
H: -1.869 -1.052 -0.222
H: 1.539 1.314 -1.287
H: -1.375 1.248 -1.936
H: -2.087 1.305 -0.326
H: 1.786 -0.418 -1.117
H: 0.731 0.191 -2.390
H: -0.736 2.370 -0.723
H: 0.884 -2.370 -0.441
H: -0.671 -3.168 -0.219
H: -0.320 -2.324 -1.738
C: 0.207 0.378 1.139
N: 1.599 0.298 1.416
N: -0.351 1.478 1.838
O: -0.496 -0.879 1.348
H: 1.838 0.562 2.363
H: -0.089 1.468 2.816
H: 1.977 -0.595 1.131
H: -1.359 1.489 1.764

Results
Net charge: 0
Energy relative to the best compared isomer or geometry (same formula, charge and spin): 25.6 kcal per mole
Highest occupied orbital energy: -9.12 eV
Structure (SMILES): C[C@H]1OC(N)(N)C1(C)C
LUMO energy: 1.0 eV



Record 6
Entry from OMol25: C8H9N2O2 as an isolated structure (ωB97M-V with the def2-TZVPD basis set).

Element x y z (Å)
C: 0.958 -0.928 -2.083
C: 0.846 -1.656 -0.873
C: 1.026 0.415 -2.114
C: 0.612 -0.953 0.236
C: 0.748 1.165 -0.940
C: 0.650 0.419 0.242
C: -1.599 1.159 1.387
C: 0.382 1.110 1.565
N: -2.557 0.323 1.688
N: -2.100 2.189 0.349
O: -1.317 3.009 -0.024
O: -3.294 2.178 0.126
H: 1.152 -1.458 -3.085
H: 0.935 -2.768 -1.083
H: 0.966 0.994 -3.052
H: 0.405 -1.498 1.224
H: 0.462 2.241 -0.899
H: 0.763 2.132 1.711
H: 0.487 0.490 2.396
H: -2.414 -0.483 2.339
H: -3.402 0.447 1.129

Results
Net charge: +1
Energy relative to the best compared isomer or geometry (same formula, charge and spin): 144.8 kcal per mole
Highest occupied orbital energy: -13.28 eV
LUMO energy: -6.1 eV



Record 7
Entry from OMol25: one molecule with the formula C2H6N2S (ωB97M-V with the def2-TZVPD basis set).

Element x y z (Å)
C: -1.861 0.513 0.322
C: 0.888 -0.006 -0.004
H: -1.966 1.323 -0.418
H: -2.837 0.018 0.438
H: -1.553 0.913 1.278
H: 1.836 1.743 -0.096
H: 0.344 1.764 -0.831
H: 1.717 -1.628 0.433
N: 0.899 1.382 -0.105
N: 1.937 -0.647 0.268
S: -0.722 -0.770 -0.240

Results
Net charge: 0
Energy relative to the best compared isomer or geometry (same formula, charge and spin): 1.5 kcal per mole
Highest occupied orbital energy: -9.05 eV
Structure (SMILES): [H]/N=C(/N)SC
LUMO energy: 0.8 eV



Record 8
Entry from OMol25: C27H21F2NO7S2Sn as an isolated structure (ωB97M-V with the def2-TZVPD basis set).

Element x y z (Å)
Sn: 0.352 -0.511 0.002
F: -6.415 -1.652 3.745
C: -5.180 -1.259 3.304
C: -4.985 -0.927 1.955
C: -3.896 -0.221 1.478
C: -3.047 0.370 2.447
C: -3.090 -0.200 3.752
F: -2.155 0.263 4.638
C: -4.215 -0.925 4.269
C: -2.222 1.569 2.204
C: -2.309 2.685 3.095
C: -1.520 3.825 2.963
C: -0.577 3.840 1.895
C: -0.538 2.695 1.071
N: -1.288 1.579 1.207
H: -5.713 -1.277 1.170
H: -4.341 -1.310 5.282
H: -2.911 2.572 4.006
H: -1.637 4.660 3.656
H: 0.108 4.714 1.761
H: 0.076 2.756 0.174
C: 5.004 2.330 -6.188
C: 3.941 1.735 -5.346
C: 2.616 2.162 -5.529
C: 1.581 1.816 -4.712
C: 1.873 0.960 -3.661
C: 3.112 0.333 -3.507
C: 4.115 0.779 -4.340
S: 0.514 0.335 -2.725
O: -0.641 0.405 -3.549
O: 0.842 -1.029 -2.174
O: 0.477 1.157 -1.413
H: 5.110 3.427 -6.151
H: 4.899 2.065 -7.232
H: 5.934 2.000 -5.732
H: 2.303 2.819 -6.361
H: 0.533 2.128 -4.853
H: 3.247 -0.499 -2.759
H: 5.128 0.427 -4.191
O: 1.065 -5.685 3.813
C: 1.879 -5.348 2.751
O: 2.453 -6.227 2.160
C: 2.264 -3.926 2.508
C: 2.233 -2.940 3.503
C: 2.492 -1.606 3.258
C: 2.730 -1.183 1.896
S: 2.501 0.425 1.335
C: 2.981 -2.208 0.943
C: 2.674 -3.525 1.202
H: 0.495 -4.929 4.124
H: 1.938 -3.210 4.534
H: 2.602 -0.853 4.081
H: 3.498 -1.949 -0.006
H: 2.826 -4.305 0.424
C: -4.711 0.301 -2.028
O: -4.710 0.167 -0.616
C: -3.563 -0.219 0.041
O: -2.546 -0.518 -0.539
H: -5.711 0.695 -2.152
H: -4.484 -0.620 -2.549
H: -3.998 1.064 -2.333

Results
Net charge: 0
Highest occupied orbital energy: -7.67 eV
LUMO energy: -0.5 eV



Record 9
Entry from OMol25: a 2-piece molecular cluster, C6H13NO overall (ωB97M-V with the def2-TZVPD basis set).

Element x y z (Å)
C: -0.931 0.771 -1.489
C: 1.933 -0.010 -1.711
C: -0.087 0.570 -0.245
C: 1.183 -0.198 -0.423
C: -0.151 1.504 0.751
C: 1.676 -0.932 0.571
H: -1.875 1.244 -1.225
H: -0.437 1.416 -2.216
H: -1.135 -0.186 -1.970
H: 2.122 1.049 -1.893
H: 1.355 -0.384 -2.558
H: 2.886 -0.536 -1.690
H: 0.555 1.507 1.565
H: 1.178 -0.992 1.527
H: -0.978 2.192 0.824
H: 2.592 -1.496 0.460
N: -2.347 -1.213 2.482
O: -1.582 -0.299 1.751
H: -1.073 -0.471 0.769
H: -1.764 -1.981 2.804
H: -3.120 -1.557 1.916

Results
Net charge: 0
Energy relative to the best compared isomer or geometry (same formula, charge and spin): 109.3 kcal per mole
Highest occupied orbital energy: -8.76 eV
Structure (SMILES): C=C(C)C(=C)C.NO
LUMO energy: 0.7 eV



Record 10
Entry from OMol25: one molecule with the formula C3H8OSSi (ωB97M-V with the def2-TZVPD basis set).

Element x y z (Å)
C: 1.283 1.337 0.620
C: -1.238 -1.684 0.534
C: 2.542 1.540 0.233
O: -1.010 -1.142 -1.771
Si: -0.445 0.222 0.527
S: -0.120 0.279 -1.711
H: 0.705 2.281 0.539
H: -2.395 -1.522 0.141
H: -0.867 -2.213 -0.419
H: -1.095 -2.277 1.429
H: 3.256 0.783 0.485
H: 2.880 2.607 0.032
H: -1.868 -1.098 -1.568
H: -1.629 0.887 0.929

Results
Net charge: 0
Energy relative to the best compared isomer or geometry (same formula, charge and spin): 106.2 kcal per mole
Highest occupied orbital energy: -8.63 eV
Structure (SMILES): C=C[Si@H](C)SO
LUMO energy: 0.3 eV



Record 11
Entry from OMol25: C6H12O3S2 as an isolated structure (ωB97M-V with the def2-TZVPD basis set).

Element x y z (Å)
C: 1.140 1.097 1.963
C: 0.184 0.760 1.140
C: 2.231 0.787 -1.706
C: -3.069 -0.870 -0.192
C: 0.160 -0.499 0.345
C: -0.337 -0.260 -1.033
O: 0.079 1.489 -2.998
O: -2.093 1.652 -0.644
O: -2.494 0.244 -2.583
S: 0.471 1.389 -1.621
S: -2.070 0.355 -1.241
H: 1.085 2.103 2.539
H: 2.127 0.678 1.962
H: -0.809 1.259 1.085
H: 2.994 1.445 -2.106
H: 2.307 -0.121 -2.340
H: 2.356 0.741 -0.631
H: -4.145 -0.698 -0.523
H: -2.773 -1.863 -0.272
H: -3.077 -0.329 0.833
H: 1.092 -1.100 0.472
H: -0.686 -1.156 0.770
H: -0.215 -1.028 -1.733

Results
Net charge: 0
Energy relative to the best compared isomer or geometry (same formula, charge and spin): 43.9 kcal per mole
Highest occupied orbital energy: -8.82 eV
LUMO energy: 0.5 eV



Record 12
Entry from OMol25: C5H10O2 as an isolated structure (ωB97M-V with the def2-TZVPD basis set).

Element x y z (Å)
C: -2.270 -0.512 0.013
C: -1.070 0.422 -0.097
O: -1.061 1.406 0.911
C: 0.256 -0.361 -0.107
C: 1.443 0.209 -0.885
C: 2.214 -0.049 0.411
O: 0.985 -0.260 1.139
H: -3.204 0.054 -0.042
H: -2.254 -1.233 -0.813
H: -2.251 -1.067 0.958
H: -1.135 0.953 -1.059
H: -0.414 1.111 1.571
H: 0.071 -1.420 -0.332
H: 1.752 -0.328 -1.785
H: 1.316 1.274 -1.101
H: 2.809 0.770 0.824
H: 2.814 -0.968 0.395

Results
Net charge: 0
Energy relative to the best compared isomer or geometry (same formula, charge and spin): 48.5 kcal per mole
Highest occupied orbital energy: -9.98 eV
LUMO energy: 1.0 eV